1.
Formula: C29H30ILuNSi
Source: the Open Molecules 2025 dataset
Level of theory: ωB97M-V/def2-TZVPD

The geometry in XYZ format:
```
63
Properties=species:S:1:pos:R:3:forces:R:3:nbo_charge:R:1
Lu -0.81718 0.12477 1.26228 0.75 0.01 -0.21 1.9034
C -1.31408 -2.11334 0.85980 -0.06 0.06 -0.07 -1.6045
Si -0.12278 -2.30866 -0.54984 -0.04 0.04 0.03 1.6320
C 1.55202 -1.63886 0.13410 -0.12 -0.03 0.03 -0.6756
N 1.48889 -0.28472 0.78097 -0.24 0.09 0.10 -0.5793
C 1.61792 0.82468 -0.20560 -0.08 0.09 -0.01 -0.2536
C 2.94775 0.82219 -0.96461 -0.03 -0.04 -0.01 -0.4220
C 4.10125 0.39967 -0.04278 0.01 0.00 0.01 -0.4067
C 3.74552 0.71699 1.40408 -0.03 0.00 -0.04 -0.4238
C 2.52595 -0.09179 1.85356 0.00 0.05 0.08 -0.2146
C 0.25110 -3.96663 -1.31523 -0.05 0.11 0.04 -0.4295
C 0.98823 -4.92327 -0.61306 0.03 0.03 0.07 -0.2205
C 1.25464 -6.16573 -1.16394 0.00 -0.03 -0.02 -0.1951
C 0.78053 -6.47499 -2.43156 -0.01 0.00 -0.01 -0.1890
C 0.04088 -5.54091 -3.14169 0.02 -0.04 -0.01 -0.2086
C -0.22002 -4.29732 -2.58649 -0.02 0.06 -0.03 -0.2027
C -0.67093 -1.06217 -1.86583 0.04 -0.12 0.18 -0.4951
C -1.84543 -0.32516 -1.70142 -0.08 0.01 0.07 -0.2586
C -2.22815 0.64907 -2.62163 -0.03 0.05 -0.05 -0.2003
C -1.43029 0.90586 -3.72175 -0.01 -0.01 0.02 -0.1977
C -0.25532 0.18022 -3.90819 -0.01 0.00 0.00 -0.1945
C 0.11463 -0.78848 -2.99274 0.08 -0.04 -0.01 -0.1563
H -0.99818 -2.75500 1.69436 0.04 0.04 0.01 0.2665
H -2.31471 -2.44731 0.56963 0.00 0.01 0.01 0.2744
H 2.35511 -1.67985 -0.60588 -0.03 0.00 -0.04 0.2275
H 1.83173 -2.34649 0.91926 0.00 -0.01 0.00 0.2324
H 1.50936 1.75821 0.35931 0.01 -0.02 -0.03 0.2230
H 0.78778 0.77797 -0.92134 0.02 0.00 0.01 0.2372
H 3.11114 1.83026 -1.34840 -0.01 0.01 0.00 0.2322
H 2.88405 0.16777 -1.83495 0.00 0.01 0.00 0.2191
H 5.01978 0.90818 -0.33157 0.00 0.00 -0.01 0.2342
H 4.29580 -0.67082 -0.13944 0.01 0.00 0.00 0.2051
H 3.54929 1.78761 1.50484 0.00 0.00 0.01 0.2058
H 4.57401 0.49305 2.07587 0.00 -0.02 0.00 0.2383
H 2.05965 0.40106 2.71062 0.00 -0.01 -0.02 0.2058
H 2.83744 -1.08292 2.17926 -0.03 -0.01 0.00 0.2141
H 1.35867 -4.70513 0.38370 0.00 -0.01 0.00 0.2019
H 1.82816 -6.89406 -0.60607 0.00 -0.01 0.00 0.2208
H 0.98592 -7.44531 -2.86375 0.00 0.00 0.00 0.2237
H -0.33296 -5.78080 -4.12837 0.00 -0.01 0.00 0.2227
H -0.79853 -3.57682 -3.15399 0.00 -0.01 0.00 0.2117
H -2.52505 -0.56132 -0.88136 0.00 0.00 -0.02 0.2235
H -3.15293 1.19302 -2.47843 -0.01 0.00 -0.01 0.2311
H -1.72350 1.65564 -4.44419 0.00 0.01 0.00 0.2304
H 0.36176 0.36919 -4.77692 0.01 0.00 0.00 0.2272
H 1.02534 -1.35513 -3.15939 0.00 0.00 -0.01 0.2131
I -0.63495 0.92564 4.19330 -0.18 -0.01 -0.19 0.2754
C -1.75816 2.69363 3.82688 -0.02 0.05 0.05 -0.0726
C -2.11266 3.40216 4.93639 0.11 -0.17 0.07 -0.2465
C -2.80813 4.61474 4.78000 -0.05 0.07 -0.07 -0.2066
C -3.09359 5.06745 3.52600 0.00 0.00 0.07 -0.1694
C -2.71764 4.33231 2.37741 0.04 -0.06 0.03 0.0256
C -2.99641 4.84282 1.08742 0.00 -0.01 -0.07 -0.1782
C -2.61419 4.15461 -0.02225 -0.01 0.09 -0.02 -0.2222
C -1.97107 2.90597 0.11468 0.05 -0.21 0.12 -0.1982
C -1.68734 2.31145 1.33396 -0.12 0.03 0.01 -0.6331
C -2.04369 3.08249 2.49444 0.02 -0.08 -0.11 -0.1359
H -1.86088 3.05252 5.92848 -0.01 0.00 0.00 0.2330
H -3.09705 5.17732 5.65655 0.00 0.01 0.00 0.2335
H -3.61261 6.00751 3.38826 -0.01 0.01 0.00 0.2227
H -3.50850 5.79346 1.00635 0.00 0.01 -0.01 0.2200
H -2.81009 4.55411 -1.00910 0.00 0.01 0.00 0.2213
H -1.70728 2.39944 -0.81001 0.01 -0.01 0.02 0.2023
```
Positions in Å, forces in eV/Å.

## Properties
Charge: +1
2S+1: 1
Strongest force on any atom in eV Å⁻¹: 0.8
Kohn-Sham gap in eV: 8.02


2.
Formula: C57H72BBrN8O4SbSi3W
Source: the Open Molecules 2025 dataset
Level of theory: ωB97M-V/def2-TZVPD

The geometry in XYZ format:
```
148
Properties=species:S:1:pos:R:3:forces:R:3:lowdin_spin:R:1
W -0.13448 -0.45822 0.29033 1.00 -0.49 -0.12 1.5638
C 0.01829 2.94338 2.54188 -0.05 0.06 0.00 0.0008
O -0.41034 2.63107 1.21810 -0.14 0.01 -0.01 0.0047
C -0.85822 3.67630 0.46709 0.13 0.00 0.04 0.0003
C -0.88571 4.99209 0.89441 -0.01 -0.02 0.01 0.0000
C -1.38383 5.97460 0.04492 -0.02 -0.03 -0.04 -0.0001
Br -1.42108 7.76419 0.65056 0.00 0.00 0.00 0.0000
C -1.84318 5.66884 -1.21284 -0.01 0.00 0.06 0.0001
C -1.79831 4.34261 -1.65665 -0.01 0.00 0.01 0.0003
C -1.31001 3.34804 -0.81847 -0.17 0.01 -0.02 0.0015
O -1.24178 2.02681 -1.14601 0.32 0.26 0.11 0.0204
C -2.29601 4.08226 -3.01781 0.00 0.03 0.00 0.0000
N -3.28488 4.72672 -3.56407 0.03 0.02 0.01 0.0000
C -3.35478 4.25961 -4.86658 0.00 -0.02 0.00 0.0000
C -4.22521 4.61670 -5.89502 0.01 0.00 0.01 0.0000
C -4.05550 4.00992 -7.12269 0.00 -0.01 -0.01 0.0000
C -3.03871 3.06723 -7.33954 -0.01 0.00 -0.02 0.0000
C -2.16988 2.69651 -6.33110 0.01 0.01 0.00 0.0000
C -2.35780 3.30296 -5.09257 0.00 0.02 0.00 0.0000
N -1.70065 3.18962 -3.88082 -0.03 -0.01 -0.03 0.0001
H 0.84849 3.65057 2.51717 -0.05 0.01 0.01 0.0000
H 0.35915 2.01341 2.98617 -0.04 -0.02 0.02 0.0004
H -0.81009 3.34335 3.12974 0.00 -0.01 0.02 0.0000
H -0.53815 5.27137 1.87597 0.00 -0.02 0.03 0.0000
H -2.24434 6.42550 -1.87051 0.00 0.00 0.00 0.0000
H -1.80892 1.74461 -1.88953 -0.04 -0.18 -0.03 0.0003
H -4.99961 5.35198 -5.72493 0.00 0.00 0.00 0.0000
H -4.71281 4.26846 -7.94176 0.00 0.00 0.00 0.0000
H -2.92895 2.62647 -8.32150 0.00 0.00 0.00 0.0000
H -1.37623 1.98136 -6.51086 0.00 0.01 -0.02 0.0000
H -0.90320 2.61439 -3.68093 0.05 0.01 0.03 0.0001
C -3.58992 -3.65898 -0.56261 -0.02 0.04 -0.01 0.0030
Sb -2.48751 -2.51384 0.91459 -0.37 -0.20 0.12 0.0029
C -2.03785 -0.78149 -0.56493 0.19 0.14 0.31 0.0399
C -1.94230 -1.08953 -2.03977 0.04 0.01 -0.07 0.0175
C -1.75674 -2.35877 -2.60216 -0.06 0.04 0.00 0.0004
C -1.69188 -2.51330 -3.97372 0.01 0.00 -0.01 0.0003
C -1.81163 -1.39952 -4.78896 -0.01 -0.01 0.00 -0.0004
C -1.96695 -0.17454 -4.16786 0.00 0.00 0.02 0.0007
N -2.01241 -0.01431 -2.84579 0.01 -0.01 0.02 0.0012
Si -3.69310 0.26708 -0.21302 -0.09 -0.01 0.06 0.0066
C -5.17168 -0.90147 -0.27925 0.05 -0.03 0.01 0.0034
C -3.69635 1.13188 1.43685 0.00 -0.07 -0.04 0.0009
C -4.19894 1.59120 -1.45259 0.07 -0.07 -0.03 -0.0007
C -0.61414 -3.75000 1.19078 -0.03 0.29 -0.04 0.0218
C 0.36632 -3.55329 0.07927 0.04 -0.07 -0.03 0.0089
C 1.20487 -4.61533 -0.29524 0.05 0.06 -0.02 -0.0008
C 2.01696 -4.55876 -1.40090 -0.02 0.01 0.01 0.0060
C 1.95651 -3.42806 -2.20315 0.00 -0.02 0.00 -0.0004
C 1.16019 -2.39450 -1.78851 -0.04 0.03 0.01 0.0069
N 0.43640 -2.40277 -0.64609 -0.12 -0.02 0.14 0.0019
Si -1.30042 -5.59614 1.06710 -0.03 -0.06 -0.06 0.0027
C -1.36989 -6.17802 -0.73813 0.05 -0.01 0.01 0.0003
C -0.25591 -6.91543 1.91803 -0.04 0.04 0.02 0.0010
C -3.04286 -5.77537 1.75207 0.05 0.01 0.02 -0.0005
Si 0.14329 -3.63287 3.03572 0.03 -0.25 0.04 0.0015
C 0.61660 -2.14523 4.11301 -0.21 0.10 -0.20 0.0008
C 1.73406 -4.66046 3.00214 -0.02 0.02 -0.01 0.0000
C -1.15808 -4.37243 4.17810 0.04 -0.06 -0.09 0.0001
H -3.87043 -2.99804 -1.37456 0.01 0.02 -0.03 -0.0001
H -4.49880 -3.98469 -0.05940 0.00 0.04 -0.01 0.0002
H -3.07078 -4.51959 -0.96442 -0.03 0.03 -0.01 0.0000
H -1.66228 -3.22608 -1.97058 0.00 -0.01 0.03 0.0001
H -1.55558 -3.49979 -4.39911 -0.01 0.00 0.00 0.0001
H -1.79487 -1.47399 -5.86703 0.01 0.01 0.00 0.0000
H -2.08012 0.72811 -4.75605 -0.01 -0.05 0.01 0.0000
H -5.18330 -1.68761 0.47513 -0.04 -0.02 0.01 -0.0002
H -5.28152 -1.36379 -1.26206 -0.03 0.01 -0.01 0.0000
H -6.06523 -0.29557 -0.11086 0.03 0.05 0.01 0.0005
H -3.84077 0.46333 2.28521 0.01 0.01 0.00 0.0003
H -4.54352 1.82326 1.41857 -0.03 -0.02 -0.01 0.0003
H -2.79780 1.72361 1.60800 0.02 0.04 -0.01 0.0003
H -4.09229 1.33654 -2.50501 0.00 -0.01 0.00 0.0000
H -3.72436 2.55336 -1.26355 -0.03 0.01 -0.01 0.0000
H -5.26574 1.73745 -1.25977 0.00 0.01 0.01 0.0000
H 1.17845 -5.51820 0.29113 0.00 0.00 -0.02 0.0001
H 2.65206 -5.39596 -1.65897 -0.01 -0.01 0.00 0.0003
H 2.50728 -3.34488 -3.12858 0.00 0.01 0.00 -0.0001
H 1.06838 -1.51937 -2.40550 0.02 0.00 0.03 0.0007
H -0.96460 -5.48636 -1.47676 -0.05 0.03 -0.01 0.0000
H -2.39910 -6.40380 -1.02113 0.00 -0.06 0.03 0.0000
H -0.80812 -7.11009 -0.83170 0.06 0.02 -0.01 0.0000
H 0.78399 -6.96346 1.59749 0.00 -0.02 0.00 0.0000
H -0.71839 -7.86651 1.63738 -0.03 0.00 -0.01 0.0002
H -0.26218 -6.86383 3.00368 0.00 0.01 0.04 0.0000
H -3.80229 -5.53512 1.01226 0.04 -0.07 0.05 0.0000
H -3.25417 -5.20716 2.65382 0.00 0.05 0.08 -0.0001
H -3.17166 -6.83266 2.00034 0.03 0.00 0.04 0.0000
H 0.90932 -1.20230 3.67366 0.08 0.04 -0.10 0.0004
H 1.46128 -2.51242 4.70280 -0.04 -0.04 0.04 0.0001
H -0.19574 -1.93380 4.80800 -0.04 0.05 0.00 0.0000
H 2.09159 -4.93484 2.01238 0.01 0.00 0.04 0.0000
H 1.60979 -5.58058 3.57382 0.00 -0.02 0.01 0.0000
H 2.53472 -4.09447 3.48012 -0.01 0.03 -0.01 0.0000
H -2.06540 -3.76190 4.16154 0.00 0.03 -0.01 -0.0001
H -0.76182 -4.30438 5.19422 0.04 0.01 -0.01 0.0000
H -1.43770 -5.40712 4.01056 -0.06 -0.07 -0.03 0.0000
C 1.99915 1.76305 -4.25508 0.03 0.02 0.03 0.0033
C 2.26590 2.03616 -2.76550 0.02 -0.04 -0.11 0.0097
C 3.74946 1.82090 -2.42998 0.00 0.00 0.02 0.0040
C 1.84003 3.45352 -2.35168 -0.02 0.02 0.02 0.0043
C 1.48187 1.07050 -1.98837 -0.15 -0.08 0.17 0.0801
N 0.86944 0.33182 -1.35668 0.36 0.50 -0.81 0.0229
H 2.52828 2.51198 -4.84366 0.00 0.00 -0.01 0.0004
H 0.93816 1.82446 -4.49921 0.00 0.02 0.00 0.0001
H 2.35940 0.77624 -4.54755 0.00 0.00 0.00 0.0001
H 4.33787 2.50004 -3.04727 0.01 0.00 0.00 0.0005
H 4.06656 0.79941 -2.64567 0.00 -0.01 0.00 0.0002
H 3.94790 2.05009 -1.38320 -0.01 0.01 -0.04 0.0000
H 2.44562 4.16302 -2.91622 0.01 0.00 -0.01 0.0006
H 2.00843 3.60983 -1.28646 -0.02 -0.01 -0.04 0.0000
H 0.79161 3.65266 -2.56754 -0.03 -0.01 -0.05 0.0000
O 1.57162 -1.48807 1.36282 -0.01 0.00 0.12 0.0200
C 2.22330 -0.43228 1.59717 -0.14 0.01 0.03 0.0095
N 3.37567 -0.26712 2.23792 -0.02 0.05 0.04 0.0092
C 3.72180 1.15977 2.25257 -0.02 0.00 0.06 -0.0008
C 2.62109 1.70725 1.28177 0.01 -0.10 -0.17 0.0001
O 2.61390 2.80176 0.77646 0.03 0.01 0.10 0.0046
N 1.70319 0.70121 1.10276 -0.62 -0.09 -0.05 -0.0019
C 5.12180 1.37323 1.70061 0.00 0.03 -0.04 -0.0001
C 5.45966 0.75419 0.49781 -0.01 -0.02 0.04 0.0000
C 6.71753 0.91967 -0.05335 0.01 0.00 0.00 0.0001
C 7.65782 1.71112 0.59534 0.01 0.00 -0.01 0.0000
C 7.33036 2.32354 1.79268 0.01 0.00 0.01 0.0000
C 6.06635 2.15689 2.34644 -0.01 0.01 -0.02 -0.0001
C 3.46752 1.78898 3.62176 0.06 -0.06 0.02 0.0000
C 3.40956 1.00468 4.76753 -0.07 -0.01 -0.03 0.0001
C 3.18260 1.58546 6.00732 -0.01 0.02 0.02 0.0000
C 3.01495 2.95693 6.11305 -0.01 -0.02 0.01 0.0000
C 3.08275 3.74594 4.97363 0.00 0.01 -0.02 0.0000
C 3.30786 3.16781 3.73401 0.06 0.01 0.02 0.0000
H 3.90799 -1.00877 2.65894 0.02 0.00 -0.01 0.0002
H 4.73155 0.12360 -0.00273 0.01 0.00 0.00 0.0000
H 6.96980 0.43073 -0.98553 0.00 0.00 0.00 0.0000
H 8.64331 1.84315 0.16924 0.00 0.00 0.00 0.0000
H 8.06044 2.93456 2.30635 0.00 0.00 0.00 0.0000
H 5.82447 2.64037 3.28258 0.01 0.00 0.00 0.0000
H 3.52652 -0.06932 4.70793 -0.01 0.00 0.01 0.0001
H 3.13230 0.96145 6.88952 0.00 0.00 0.00 0.0000
H 2.83156 3.40910 7.07837 0.00 0.00 0.00 0.0000
H 2.95907 4.81845 5.04795 0.00 0.00 0.00 0.0000
H 3.36664 3.78941 2.85002 0.00 0.00 -0.01 0.0000
B -2.21093 0.23997 4.48215 -0.07 -0.06 -0.02 0.0130
C -1.48256 -0.04657 3.15128 0.27 0.08 -0.04 0.0637
N -0.95761 -0.27600 2.13503 -0.30 0.00 0.37 0.0220
H -3.07389 -0.61484 4.51177 -0.01 0.01 0.04 0.0040
H -1.42264 0.14970 5.38690 0.09 -0.02 0.00 0.0056
H -2.68324 1.34468 4.36389 0.00 0.03 0.00 0.0032
```
Positions in Å, forces in eV/Å.

## Properties
Charge: +1
2S+1: 3
Strongest force on any atom in eV Å⁻¹: 1.1
Kohn-Sham gap (spin up / spin down) in eV: 6.73 / 6.51


3.
Formula: F4N2O8S4Sn
Source: the Open Molecules 2025 dataset
Level of theory: ωB97M-V/def2-TZVPD

The geometry in XYZ format:
```
19
Properties=species:S:1:pos:R:3:forces:R:3:nbo_charge:R:1
Sn 1.80184 -0.62008 0.53977 -2.28 0.84 -0.88 1.7769
N 1.23515 -0.14549 -2.10551 -1.91 -0.49 0.04 -1.2873
S 1.76474 0.75508 -3.30097 4.83 2.79 -1.16 2.4460
O 1.12678 1.98836 -3.59386 -0.82 -0.31 0.69 -0.8559
O 2.30146 0.05532 -4.41372 -0.24 -0.71 0.47 -0.8647
F 3.05209 1.20204 -2.41926 -0.01 -0.08 -0.21 -0.5336
S -0.27408 -0.45689 -2.72765 -2.75 -2.94 2.66 2.4296
O -0.33975 -1.38748 -3.79250 0.78 0.63 -0.50 -0.8424
O -1.21152 0.59068 -2.59601 0.45 0.41 -0.20 -0.8391
F -0.62583 -1.43355 -1.46680 0.31 0.26 0.29 -0.5403
N -0.07302 -0.17834 2.49783 -1.47 0.98 -1.50 -1.2731
S -1.49463 0.30504 1.80840 -1.54 -0.18 -4.16 2.4173
O -2.19074 1.45026 2.25711 1.05 0.32 0.92 -0.8277
O -2.29372 -0.76864 1.33388 0.53 -0.51 0.57 -0.8697
F -0.77010 0.77308 0.42136 0.92 0.10 0.22 -0.5412
S -0.62717 -0.38151 3.98736 3.46 -2.68 5.67 2.4331
O -1.43393 -1.52262 4.26150 -1.15 0.80 -1.36 -0.8483
O -0.71212 0.78228 4.79623 -0.71 0.43 -1.09 -0.8455
F 0.76452 -1.00753 4.51284 0.55 0.33 -0.50 -0.5343
```
Positions in Å, forces in eV/Å.

## Properties
Charge: 0
Energy relative to the best compared isomer or geometry (same formula, charge and spin) in eV: 0.000
2S+1: 1
Strongest force on any atom in eV Å⁻¹: 7.2
Kohn-Sham gap in eV: 6.29


- Which value of strongest force on any atom does entry 1 give?
  0.8 eV Å⁻¹


- Among the records above, which one has the lowest charge?
  F4N2O8S4Sn